# 1
A molecular structure, C36H39ClN4O2PReS2 in a non-equilibrium geometry, computed with the ωB97M-V functional and the def2-TZVPD basis.

As for the spin multiplicity: 4. The orbital gap (alpha / beta) is 5.71 / 4.56 eV. As for the net charge: +3. Its energy above the lowest of the compared OMol25 structures with the same formula, charge and spin is 36.32 kcal per mole.

Geometry (Å):
Re -0.259 0.246 -0.541
C 1.944 -1.180 1.270
C 2.172 -1.470 -0.208
N 0.887 -1.696 -0.903
C 0.336 -3.087 -0.785
C 0.286 -3.784 0.577
S -1.040 -3.289 1.728
C -0.222 -2.289 3.008
C -0.045 -0.795 2.718
N 0.685 -0.428 1.474
H 2.779 -0.588 1.632
H 1.931 -2.094 1.850
H 2.842 -2.326 -0.326
H 2.640 -0.604 -0.682
H 1.072 -1.599 -1.904
H 0.964 -3.725 -1.414
H -0.664 -3.085 -1.224
H 1.244 -3.763 1.090
H 0.049 -4.829 0.372
H 0.714 -2.780 3.269
H -0.886 -2.377 3.868
H 0.495 -0.373 3.571
H -1.022 -0.309 2.688
H 0.999 0.522 1.658
Cl -2.149 -0.867 0.217
C -3.043 -1.605 -1.091
C -4.101 -2.441 -0.794
C -4.827 -2.983 -1.846
C -4.512 -2.656 -3.158
C -3.457 -1.800 -3.434
C -2.683 -1.287 -2.395
P -1.287 -0.160 -2.711
C -2.097 1.164 -3.636
C -1.804 1.451 -4.968
C -2.535 2.435 -5.620
C -3.532 3.130 -4.951
C -3.812 2.852 -3.616
C -3.090 1.876 -2.954
C -0.101 -0.989 -3.804
C -0.271 -2.270 -4.324
C 0.713 -2.820 -5.135
C 1.863 -2.101 -5.430
C 2.048 -0.831 -4.897
C 1.077 -0.280 -4.078
H -4.363 -2.667 0.231
H -5.654 -3.645 -1.632
H -5.097 -3.071 -3.968
H -3.236 -1.512 -4.454
H -1.031 0.908 -5.496
H -2.324 2.658 -6.657
H -4.096 3.895 -5.467
H -4.592 3.394 -3.099
H -3.293 1.659 -1.909
H -1.168 -2.838 -4.116
H 0.578 -3.812 -5.545
H 2.613 -2.526 -6.082
H 2.946 -0.272 -5.123
H 1.217 0.710 -3.656
C 8.891 1.147 0.880
C 7.481 1.552 1.133
C 6.791 1.057 2.250
C 5.471 1.390 2.475
C 4.835 2.250 1.585
C 5.493 2.764 0.474
C 6.814 2.422 0.262
S 3.184 2.765 1.942
O 3.060 4.183 1.947
O 2.689 2.007 3.062
N 2.330 2.057 0.668
C 1.688 2.741 -0.248
C 1.950 4.128 -0.469
C 1.335 4.821 -1.480
C 0.439 4.137 -2.288
C 0.178 2.803 -2.031
N 0.737 2.060 -1.052
H 9.075 0.121 1.194
H 9.564 1.772 1.476
H 9.175 1.280 -0.161
H 7.308 0.412 2.948
H 4.947 1.041 3.355
H 4.984 3.440 -0.203
H 7.349 2.837 -0.582
H 2.637 4.607 0.212
H 1.548 5.868 -1.646
H -0.066 4.629 -3.107
H -0.540 2.299 -2.665

***

# 2
A single C2HBr2ClO molecule in a non-equilibrium geometry, computed with the ωB97M-V functional and the def2-TZVPD basis.

The orbital gap is 10.31 eV. Its SMILES is O=C(Cl)C(Br)Br. Its energy above the lowest of the compared OMol25 structures with the same formula, charge and spin is 6.71 kcal per mole.

Geometry (Å):
C 0.405 -0.002 -0.785
C -0.204 0.100 0.569
O -0.009 0.440 -1.805
Cl 1.927 -0.760 -0.615
Br -1.068 -1.706 0.625
Br -1.559 1.529 0.656
H 0.508 0.398 1.355

***

# 3
2 unconnected molecules or ions with the total composition C22H26N6O4 in a non-equilibrium geometry, computed with the ωB97M-V functional and the def2-TZVPD basis.

The orbital gap is 8.17 eV. Its SMILES is CNC(=O)[C@H](CCC(N)=O)NC(C)=O.CC(=O)Nc1cc2cccnc2c2ncccc12. Its energy above the lowest of the compared OMol25 structures with the same formula, charge and spin is 0.00 kcal per mole.

Geometry (Å):
O -4.183 0.316 -2.815
O 5.096 -3.763 -0.940
O -0.132 -4.966 1.615
O 2.112 -0.140 0.415
N -0.079 3.578 0.746
N -2.650 4.262 1.615
C -4.847 1.318 -3.032
C 5.384 -3.355 0.177
C -0.127 -4.373 0.551
C 2.709 -0.928 1.135
C 1.143 3.228 0.325
C -3.874 4.585 2.042
C 1.357 2.632 -0.915
C -5.008 4.359 1.268
C 0.273 2.364 -1.743
C -2.119 2.449 -2.100
C -4.876 3.775 0.014
C -3.406 2.800 -1.688
C -1.004 2.716 -1.302
C -3.593 3.425 -0.442
C -1.163 3.333 -0.036
C -2.474 3.685 0.400
N -0.973 -4.750 -0.382
N -4.494 2.558 -2.533
N 2.952 -0.570 2.404
N 4.546 -2.657 0.943
C -6.121 1.195 -3.848
C 6.754 -3.627 0.752
C 3.577 -1.330 3.488
C 0.812 -3.204 0.268
C 2.211 -3.420 0.869
C 3.185 -2.273 0.541
H 1.993 3.416 0.973
H -3.985 5.036 3.023
H 2.363 2.355 -1.208
H -5.982 4.636 1.654
H 0.425 1.878 -2.703
H -1.993 1.957 -3.060
H -5.770 3.588 -0.572
H -1.020 -4.268 -1.261
H -1.574 -5.517 -0.140
H -5.224 3.261 -2.549
H 2.583 0.340 2.639
H 4.872 -2.352 1.843
H -6.145 1.961 -4.626
H -6.992 1.312 -3.200
H -6.168 0.211 -4.325
H 7.270 -2.684 0.918
H 6.654 -4.172 1.688
H 7.319 -4.229 0.040
H 4.663 -1.234 3.439
H 3.240 -0.935 4.449
H 3.296 -2.383 3.441
H 0.910 -3.075 -0.811
H 0.361 -2.302 0.681
H 2.611 -4.352 0.465
H 2.124 -3.530 1.950
H 3.181 -2.144 -0.543

***

# 4
3 unconnected molecules or ions with the total composition C33H40BrF9N2O14, computed with the ωB97M-V functional and the def2-TZVPD basis.

The orbital gap is 7.72 eV. Its SMILES is CCCCN[C@@]1(OC[C@@H](C)O)C(=O)O[C@](Br)(COO)[C@@]1(CCC(F)(F)C(F)(F)C(F)(F)C(F)(F)F)NCCC.O=C1C=C(O)C(=O)C=C1O.O=C1C=C(O)C(=O)C=C1O.

Geometry (Å):
C -5.552 -4.848 -0.891
C -4.132 -5.417 -0.861
C -3.148 -4.592 -0.031
C -2.811 -3.254 -0.685
N -1.534 -2.740 -0.193
C -0.961 -1.635 -0.881
O -1.821 -0.527 -1.139
C -2.532 -0.006 -0.015
C -2.341 1.507 0.099
C -3.631 2.193 0.552
O -1.231 1.845 0.927
C 0.194 -1.133 -0.004
O 0.163 -0.949 1.171
O 1.292 -0.936 -0.745
C 0.988 -1.033 -2.132
Br 2.601 -1.689 -3.000
C 0.728 0.393 -2.704
O 1.302 1.356 -1.852
O 0.253 2.335 -1.675
C -0.233 -2.003 -2.234
C -1.134 -1.727 -3.461
C -0.644 -2.396 -4.754
C -1.351 -3.695 -5.125
F -2.150 -3.476 -6.205
F -2.178 -4.147 -4.142
C -0.425 -4.883 -5.504
F 0.635 -4.398 -6.183
F 0.023 -5.483 -4.392
C -1.035 -5.998 -6.410
F -1.254 -5.525 -7.645
F -0.090 -6.959 -6.489
C -2.332 -6.701 -5.913
F -3.402 -5.933 -6.116
F -2.493 -7.837 -6.594
F -2.245 -6.993 -4.613
N 0.101 -3.423 -2.318
C 1.016 -4.051 -1.333
C 2.152 -4.860 -1.990
C 3.508 -4.727 -1.273
H -5.547 -3.762 -1.010
H -6.112 -5.250 -1.738
H -6.106 -5.106 0.013
H -3.755 -5.479 -1.889
H -4.157 -6.442 -0.485
H -3.560 -4.428 0.970
H -2.212 -5.153 0.041
H -3.623 -2.534 -0.515
H -2.752 -3.405 -1.766
H -1.553 -2.568 0.806
H -2.190 -0.480 0.909
H -3.593 -0.232 -0.160
H -2.062 1.866 -0.892
H -4.238 2.482 -0.308
H -4.237 1.561 1.206
H -3.377 3.111 1.082
H -1.368 1.476 1.808
H 1.180 0.465 -3.694
H -0.337 0.601 -2.733
H 0.546 2.757 -0.851
H -1.232 -0.664 -3.653
H -2.142 -2.052 -3.210
H -0.834 -1.719 -5.588
H 0.432 -2.550 -4.719
H -0.791 -3.887 -2.204
H 0.415 -4.751 -0.746
H 1.409 -3.331 -0.616
H 2.240 -4.527 -3.023
H 1.851 -5.910 -2.022
H 4.221 -4.177 -1.887
H 3.413 -4.225 -0.309
H 3.954 -5.707 -1.092
C 1.144 5.487 1.809
C 1.100 4.153 1.901
C 0.944 3.435 3.221
O 0.895 2.220 3.182
C 0.864 4.226 4.433
C 0.918 5.562 4.347
C 1.044 6.281 3.021
O 1.047 7.495 3.050
O 0.862 6.363 5.405
O 1.178 3.334 0.859
H 1.248 6.007 0.867
H 0.767 3.706 5.377
H 0.964 7.282 5.077
H 1.107 2.423 1.220
C 4.249 9.859 6.768
C 5.297 9.887 7.604
C 5.964 8.623 8.105
O 6.919 8.771 8.846
C 5.432 7.345 7.689
C 4.378 7.316 6.860
C 3.735 8.581 6.331
O 2.811 8.448 5.547
O 3.807 6.197 6.442
O 5.851 10.997 8.062
H 3.773 10.756 6.397
H 5.897 6.446 8.068
H 3.035 6.452 5.900
H 6.590 10.712 8.637